1.
Density functional theory data (the ωB97M-V functional and the def2-TZVPD basis) for 2 unconnected molecules or ions with the total composition C4H8O2S in a non-equilibrium geometry.

XYZ file:
```
15
C4H8O2S (the ωB97M-V functional and the def2-TZVPD basis)
C -0.09877 0.40805 -0.58527
C 0.15072 -0.94111 0.00984
C 1.13991 1.18929 -0.90391
C -0.78155 -1.91493 0.18253
O -2.54598 0.14902 0.33285
O -1.04064 0.67494 -1.62267
S -1.63144 1.21099 -0.11337
H 0.64621 0.49632 1.94871
H 1.10976 -1.02721 0.39112
H 1.73036 0.66452 -1.57625
H 1.67141 1.35997 0.09922
H 0.88973 2.12955 -1.15656
H -0.24999 -2.73727 0.60905
H -1.75747 -1.79322 -0.21620
H 0.76775 0.13111 2.60090
```

Output
- Net charge: 0
- ΔE to the lowest compared entry with this formula, charge and spin: 419.4 kJ/mol
- HOMO energy: -9.57 eV

---

2.
Density functional theory data (the ωB97M-V functional and the def2-TZVPD basis) for a single C5H6O2 molecule.

XYZ file:
```
13
C5H6O2 (the ωB97M-V functional and the def2-TZVPD basis)
O 1.99040 -1.28118 -0.28844
C 1.50518 -0.19296 -0.46995
C 0.07898 0.11079 -0.05744
C -0.35589 -0.47313 1.28173
C -0.89180 -1.01654 -0.00890
C -0.21937 1.64305 -1.09104
O -0.96114 1.52400 -0.05518
H 2.05044 0.63462 -0.95869
H -1.00871 0.13651 1.89400
H 0.38839 -1.06294 1.80989
H -1.91150 -0.76624 -0.27846
H -0.52613 -1.97739 -0.35945
H -0.13885 2.72142 -1.41808
```

Output
- Net charge: 0
- ΔE to the lowest compared entry with this formula, charge and spin: 646.5 kJ/mol
- HOMO energy: -8.04 eV

---

3.
Density functional theory data (the ωB97M-V functional and the def2-TZVPD basis) for a single C4H8O2Se molecule in a non-equilibrium geometry.

XYZ file:
```
15
C4H8O2Se (the ωB97M-V functional and the def2-TZVPD basis)
C 0.54609 0.65238 -0.66244
C 1.32304 0.97415 0.64971
C -0.15047 -0.71791 -0.51144
C -0.96290 -0.64603 0.82245
O 0.76066 -1.75362 -0.55636
O -0.90224 -1.90585 1.34346
Se -0.08983 0.78800 1.99110
H -0.15223 1.47806 -0.91681
H 1.31351 0.40944 -1.49805
H 2.09103 0.16325 0.67011
H 1.92024 1.88363 0.46524
H -0.78768 -0.96621 -1.23872
H -2.05632 -0.12479 0.56304
H 0.22696 -2.61724 -0.32400
H -1.39845 -1.78299 2.22130
```

Output
- SMILES string: O[C@@H]1CC[Se][C@@H]1O
- Net charge: 0
- ΔE to the lowest compared entry with this formula, charge and spin: 143.3 kJ/mol
- HOMO energy: -8.45 eV

---

4.
Density functional theory data (the ωB97M-V functional and the def2-TZVPD basis) for a molecular structure, C41H33AgCl2F5NOPSbSe.

XYZ file:
```
87
C41H33AgCl2F5NOPSbSe (the ωB97M-V functional and the def2-TZVPD basis)
Ag 0.15273 0.10022 -0.23977
Cl -0.75207 -5.27637 0.67178
C -1.32373 -3.95648 1.67007
C -2.16394 -4.25075 2.74127
C -2.63642 -3.25991 3.55918
Cl -3.66796 -3.69257 4.92020
C -2.30419 -1.90613 3.31409
C -2.76236 -0.82099 4.09543
C -2.41913 0.45628 3.75644
C -1.62189 0.67229 2.61805
N -1.16242 -0.31484 1.88358
C -1.46510 -1.59916 2.20868
C -0.87377 -2.64981 1.35333
O -0.05605 -2.39053 0.44194
H -2.44080 -5.28020 2.92868
H -3.38810 -1.02027 4.95486
H -2.75919 1.30408 4.33788
H -1.36743 1.68175 2.30646
C 2.95555 -1.48457 3.47738
Sb 2.38497 -0.31573 1.73570
C 3.60947 1.37613 2.28412
C 3.92414 -1.18813 0.50900
H 4.03512 -1.41173 3.63705
H 2.67731 -2.53002 3.31401
H 2.42949 -1.11913 4.36344
H 4.55083 1.04152 2.73213
H 3.06674 2.01997 2.97959
H 3.81361 1.96158 1.38407
H 4.86873 -1.21475 1.05896
H 4.03253 -0.59061 -0.39907
H 3.62933 -2.20095 0.22132
C -1.81413 0.33763 -3.24839
P -2.29726 0.31262 -1.47317
C -3.47214 -1.09829 -1.45409
C -4.69025 -1.05311 -0.77590
C -5.48406 -2.18815 -0.66120
C -5.06709 -3.39317 -1.20962
C -3.84516 -3.45753 -1.86569
C -3.05377 -2.32237 -1.98213
C -3.42374 1.76845 -1.45244
C -4.54551 1.88278 -2.27859
C -5.32940 3.02652 -2.25011
C -4.99356 4.07994 -1.40085
C -3.87556 3.98206 -0.58754
C -3.09562 2.82831 -0.60914
H -1.07437 -0.43914 -3.44165
H -1.32781 1.29584 -3.43827
H -2.68107 0.21664 -3.90168
H -5.01862 -0.12181 -0.32978
H -6.42659 -2.13365 -0.12848
H -5.68025 -4.28111 -1.10870
H -3.49391 -4.40039 -2.26849
H -2.08180 -2.39304 -2.46024
H -4.81518 1.06442 -2.93890
H -6.19875 3.10342 -2.89407
H -5.60059 4.97804 -1.38707
H -3.58833 4.80652 0.05619
H -2.19698 2.77357 0.00314
C 2.87779 3.53268 -4.15507
C 2.17300 3.68289 -2.93486
C 1.69275 2.58037 -2.28307
C 1.88622 1.26434 -2.79640
C 1.36944 0.13549 -2.08607
C 1.63168 -1.10191 -2.64114
C 2.34113 -1.26334 -3.85906
C 2.81146 -0.17645 -4.54495
C 2.59841 1.12493 -4.02171
C 3.08194 2.28767 -4.68174
H 3.25695 4.40853 -4.66886
H 2.01965 4.67239 -2.51937
H 1.15291 2.67752 -1.34317
H 1.28110 -1.99991 -2.13343
H 2.51370 -2.26267 -4.24875
H 3.35002 -0.29041 -5.48185
H 3.62348 2.16714 -5.61706
F 2.09489 8.49860 -1.75173
C 1.69415 7.39232 -1.10093
C 2.45791 6.85780 -0.08656
F 3.61723 7.45617 0.24071
C 2.03358 5.72556 0.58413
F 2.83764 5.27560 1.55559
C 0.83554 5.06617 0.29253
Se 0.25322 3.53615 1.22154
C 0.10424 5.63959 -0.75322
F -1.05988 5.10160 -1.13908
C 0.50817 6.77439 -1.43070
F -0.24561 7.29178 -2.41646
```

Output
- Net charge: -2
- ΔE to the lowest compared entry with this formula, charge and spin: 0.0 kJ/mol
- HOMO energy: -1.72 eV

---

5.
Density functional theory data (the ωB97M-V functional and the def2-TZVPD basis) for a molecular structure, C32H25Co2N2O7 in a non-equilibrium geometry.

XYZ file:
```
68
C32H25Co2N2O7 (the ωB97M-V functional and the def2-TZVPD basis)
C -1.93651 2.52899 2.89025
O -1.06965 1.66513 2.11611
C -1.00690 0.33790 2.26937
C -2.22438 -0.48462 2.37344
C -2.56590 -1.24577 1.24793
C -3.66588 -2.09402 1.28380
C -4.37456 -2.26205 2.47824
C -4.03415 -1.50762 3.60438
C -2.98074 -0.59308 3.55715
C 0.25971 -0.23452 2.49400
N 0.52263 -1.52964 2.86639
C -0.40327 -2.59242 3.15082
C 1.89053 -1.72175 2.99326
C 2.48753 -0.49689 2.78218
C 3.83873 -0.28736 3.03143
C 4.58056 -1.38571 3.50084
C 3.96999 -2.63952 3.70920
C 2.60105 -2.82043 3.46362
N 1.47554 0.41188 2.51153
C 1.71091 1.80557 2.25537
H -1.26518 3.19954 3.43628
H -2.54653 3.11296 2.19243
H -2.56411 1.94048 3.56806
H -1.91619 -1.16233 0.37708
H -3.95681 -2.62331 0.37318
H -5.18261 -2.99387 2.52782
H -4.57894 -1.63079 4.54142
H -2.68156 -0.00738 4.43184
H 0.20969 -3.44742 3.43720
H -1.07407 -2.34720 3.98234
H -0.98622 -2.85738 2.26542
H 4.25708 0.70442 2.86757
H 5.64298 -1.26355 3.72563
H 4.56243 -3.47557 4.08376
H 2.08229 -3.75795 3.64205
H 2.77738 1.97481 2.40508
H 1.45621 2.04352 1.22053
H 1.14570 2.44541 2.94450
O 0.51717 4.07046 0.45451
C -0.38058 3.47895 0.02829
Co -1.86270 2.82339 -0.70208
C -3.07972 1.80298 0.05171
O -3.98950 1.29926 0.56733
C -2.70426 4.22484 -0.21380
O -3.29683 5.17220 0.08816
C -2.14495 3.09804 -2.58986
C -3.39475 3.55739 -3.18330
C -4.57458 2.79395 -3.06367
C -5.79415 3.32010 -3.49170
C -5.84440 4.59153 -4.07732
C -4.66265 5.31701 -4.26974
C -3.44011 4.80425 -3.83094
C -0.78881 3.52821 -2.69089
C -0.01130 4.55325 -2.30135
Co -0.91672 1.79576 -2.80317
C -0.73458 1.48900 -4.53054
O -0.56914 1.29737 -5.65785
C -1.58982 0.29722 -2.20350
O -1.93246 -0.76033 -1.87124
C 0.65439 1.55853 -2.08260
O 1.67923 1.37429 -1.57458
H -4.50855 1.80330 -2.60275
H -6.70187 2.73060 -3.34855
H -6.80501 5.02313 -4.35582
H -4.67516 6.30300 -4.73482
H -2.51396 5.37340 -3.95356
H 1.07239 4.41238 -2.26041
H -0.39900 5.57956 -2.31169
```

Output
- Net charge: -1
- ΔE to the lowest compared entry with this formula, charge and spin: 0.0 kJ/mol
- HOMO energy: -3.58 eV

---

6.
Density functional theory data (the ωB97M-V functional and the def2-TZVPD basis) for a single C4H5F3N2 molecule in a non-equilibrium geometry.

XYZ file:
```
14
C4H5F3N2 (the ωB97M-V functional and the def2-TZVPD basis)
C -1.20034 -1.25467 0.29614
C -1.26285 0.25341 0.67297
C 0.58975 0.40482 -0.88496
C 1.76157 0.18537 -0.05095
N -0.40293 -1.79463 -0.42007
N -0.55302 0.93378 -0.50255
F 2.43215 1.31319 0.28574
F 1.44308 -0.31598 1.19196
F 2.72530 -0.60981 -0.60362
H -2.06646 -1.64035 0.75313
H -2.15651 0.76374 0.62242
H -0.68683 0.35491 1.68874
H 0.67598 0.33257 -1.90983
H -1.29889 1.07365 -1.13911
```

Output
- Net charge: 0
- ΔE to the lowest compared entry with this formula, charge and spin: 284.2 kJ/mol
- HOMO energy (spin up / spin down): -8.65 / -8.11 eV

---

7.
Density functional theory data (the ωB97M-V functional and the def2-TZVPD basis) for a single C4H4ClN3O2 molecule in a non-equilibrium geometry.

XYZ file:
```
14
C4H4ClN3O2 (the ωB97M-V functional and the def2-TZVPD basis)
C -0.23325 0.31888 -0.72375
C -0.79983 -1.10078 -0.78118
C -2.84908 -1.08864 0.49692
C -0.10432 0.67145 0.78006
N -2.01962 -1.17698 -0.40865
N -1.29002 1.46995 1.05200
N -1.82284 1.80836 -0.03721
O -2.79702 2.42436 -0.36195
O -1.11103 1.32850 -1.17849
Cl -4.50022 -0.82207 0.17037
H 0.74656 0.50339 -1.04900
H -0.15770 -1.92531 -0.83466
H -0.01185 -0.26718 1.29839
H 0.84536 1.18293 0.89754
```

Output
- Net charge: 0
- ΔE to the lowest compared entry with this formula, charge and spin: 632.7 kJ/mol
- HOMO energy (spin up / spin down): -8.61 / -8.61 eV

---

8.
Density functional theory data (the ωB97M-V functional and the def2-TZVPD basis) for a single C21H23N3O3 molecule in a non-equilibrium geometry.

XYZ file:
```
50
C21H23N3O3 (the ωB97M-V functional and the def2-TZVPD basis)
C 3.06234 2.65311 -1.33858
C 2.59720 1.42400 -2.06271
C 1.30287 0.95297 -1.91683
C 0.86122 -0.18654 -2.58104
C 1.74471 -0.85375 -3.45160
C 3.04956 -0.39226 -3.58056
C 3.46960 0.72747 -2.89119
H 4.48650 1.07359 -3.00540
H 3.72113 -0.92957 -4.23153
O 1.42447 -1.97283 -4.15742
C 0.05677 -2.25880 -4.42946
C -0.83597 -1.80962 -3.32878
C -0.44293 -0.79581 -2.46446
N -1.46937 -0.61672 -1.60026
N -2.47498 -1.45299 -1.85816
C -2.11311 -2.17711 -2.90271
H -2.77248 -2.91958 -3.30526
C -1.53869 0.20573 -0.43254
H -1.49980 1.26847 -0.69585
H -2.50251 -0.01014 0.03970
C -0.41615 -0.15276 0.55627
O 0.25853 -1.14840 0.44811
N -0.26853 0.75529 1.54181
H -0.89722 1.54071 1.60499
C 0.71361 0.61386 2.59929
C 1.72303 1.75829 2.51462
H 2.50490 1.62698 3.25703
H 2.18079 1.77483 1.52909
H 1.23302 2.71394 2.69234
H 1.21995 -0.33668 2.40241
C 0.03851 0.56843 3.97256
H -0.57561 1.46211 4.10599
C -0.83248 -0.67751 4.17301
C -2.05698 -0.67648 3.32272
C -2.56270 -1.60885 2.46764
C -3.77166 -1.07015 1.95706
C -3.91185 0.14843 2.54075
O -2.87905 0.39871 3.37069
H -4.66664 0.90535 2.45960
H -4.43224 -1.53143 1.25206
H -2.12588 -2.55280 2.21722
H -1.13222 -0.72247 5.22457
H -0.25886 -1.57545 3.94222
H 0.81706 0.57748 4.73656
H -0.22413 -1.76718 -5.37883
H 0.00398 -3.34170 -4.57828
H 0.62618 1.48926 -1.27041
H 2.24062 3.13206 -0.81106
H 3.83707 2.39695 -0.61589
H 3.48840 3.36955 -2.03949
```

Output
- SMILES string: Cc1ccc2c(c1)-c1c(cnn1CC(=O)N[C@@H](C)CCc1ccco1)CO2
- Net charge: 0
- ΔE to the lowest compared entry with this formula, charge and spin: 276.5 kJ/mol
- HOMO energy: -7.66 eV